No. 1
# C3H4F3N4O2

A molecular structure, C3H4F3N4O2 (ωB97M-V/def2-TZVPD, the Open Molecules 2025 dataset).

Output
**Total energy**: -21379.7484 eV
**Expectation value of S²**: 2.007
**Net charge**: -1
**HOMO (alpha / beta)**: -0.75 / -4.61 eV
**2S+1**: 3
**E_LUMO (alpha / beta)**: 3.904 / 3.803 eV
**Frontier orbital gap (alpha / beta)**: 4.653 / 8.413 eV

Geometry (Å):
C: 0.431 -0.719 -0.245
C: 1.576 1.231 0.046
C: -1.925 -0.380 0.205
N: 1.579 -0.167 -0.293
N: -0.654 0.057 0.048
N: -0.113 1.772 -0.107
N: 0.299 -2.094 -0.330
O: -0.259 2.223 -1.220
O: 2.025 1.557 1.319
F: -2.275 -1.190 1.290
F: -2.909 0.592 0.397
F: -2.354 -1.052 -0.887
H: 2.196 1.960 -0.736
H: 1.170 -2.594 -0.295
H: -0.251 -2.212 -1.155
H: 1.464 1.015 1.963

No. 2
# C5H9NO

A single C5H9NO molecule (ωB97M-V/def2-TZVPD, the Open Molecules 2025 dataset).

Output
**Relative energy (zero: lowest compared OMol25 entry of this formula, charge and spin)**: 2.417 eV
**Total energy**: -8866.7958 eV
**SMILES string**: [H]/N=C/[C@H](C)OC=C
**Net charge**: 0
**HOMO**: -9.01 eV
**E_LUMO**: 1.026 eV
**Frontier orbital gap**: 10.033 eV

Geometry (Å):
H: 0.613 -0.436 -2.804
N: 0.868 -0.009 -1.914
C: -0.173 0.230 -1.233
C: -0.094 0.997 0.071
C: 1.294 1.106 0.676
O: -1.074 0.534 1.013
C: -1.361 -0.794 0.973
C: -0.546 -1.754 0.541
H: -1.194 -0.018 -1.552
H: -0.439 2.005 -0.190
H: 1.693 0.134 0.977
H: 1.986 1.543 -0.049
H: 1.239 1.753 1.556
H: -2.385 -0.982 1.290
H: 0.501 -1.568 0.334
H: -0.928 -2.740 0.312

No. 3
# C4H10N2O2

2 unconnected molecules or ions with the total composition C4H10N2O2 (ωB97M-V/def2-TZVPD, the Open Molecules 2025 dataset).

Output
**Relative energy (zero: lowest compared OMol25 entry of this formula, charge and spin)**: 6.708 eV
**Total energy**: -11380.1946 eV
**Net charge**: 0
**HOMO**: -9.10 eV
**E_LUMO**: -2.832 eV
**Frontier orbital gap**: 6.266 eV

Geometry (Å):
C: -1.449 0.601 -0.628
O: -2.370 -0.211 -0.315
C: -0.176 0.189 0.333
C: 0.981 0.820 -0.075
C: 2.218 0.022 -0.182
N: 3.316 0.727 -0.642
O: 2.304 -1.162 0.066
N: -0.679 0.497 1.679
H: -1.104 0.575 -1.691
H: -1.615 1.684 -0.454
H: -0.064 0.056 2.350
H: -0.004 -0.874 0.200
H: 1.009 1.768 -0.603
H: -4.269 -3.639 -0.571
H: 3.428 1.666 -0.283
H: 4.147 0.164 -0.506
H: -1.597 0.060 1.716
H: -4.075 -2.943 -0.391

No. 4
# C7H10BrClN3

A gas-phase ion, C7H10BrClN3 (charge +1) (ωB97M-V/def2-TZVPD, the Open Molecules 2025 dataset).

Output
**Total energy**: -94447.8290 eV
**SMILES string**: ClCN1CC=CC2=[NH+]C[C@H](Br)N21
**Net charge**: +1
**HOMO**: -13.63 eV
**E_LUMO**: -4.368 eV
**Frontier orbital gap**: 9.266 eV

Geometry (Å):
Cl: -2.587 0.225 -1.288
C: -2.177 0.014 0.582
N: -0.880 0.341 0.979
C: -0.506 1.753 0.860
C: -0.170 2.092 -0.619
C: 0.462 1.258 -1.461
C: 0.772 0.025 -0.850
N: 1.605 -0.913 -1.219
C: 1.775 -1.943 -0.136
C: 0.665 -1.596 0.833
Br: -0.720 -3.014 0.787
N: 0.122 -0.356 0.325
H: -2.763 0.674 1.154
H: -2.399 -0.994 0.855
H: 0.213 2.255 1.601
H: -1.271 2.370 1.126
H: -0.368 3.150 -0.969
H: 0.779 1.621 -2.366
H: 2.200 -0.738 -1.983
H: 2.769 -1.691 0.406
H: 1.693 -2.958 -0.464
H: 0.785 -1.572 1.848

No. 5
# C4H9N2O

2 unconnected molecules or ions with the total composition C4H9N2O (ωB97M-V/def2-TZVPD, the Open Molecules 2025 dataset).

Output
**Relative energy (zero: lowest compared OMol25 entry of this formula, charge and spin)**: 0.045 eV
**Total energy**: -9315.9704 eV
**Net charge**: +1
**HOMO**: -14.07 eV
**E_LUMO**: -2.863 eV
**Frontier orbital gap**: 11.208 eV

Geometry (Å):
C: -2.909 -0.713 -0.131
C: -1.539 -0.188 -0.315
C: -0.958 0.378 -1.401
N: 0.358 0.601 -1.076
C: 0.626 0.123 0.129
N: -0.507 -0.374 0.592
H: -3.377 -0.364 0.792
H: -3.518 -0.429 -0.984
H: -2.943 -1.798 -0.044
H: -1.401 0.649 -2.341
H: 1.067 0.983 -1.685
H: 1.610 0.087 0.587
H: -0.663 -0.808 1.489
H: 4.488 0.484 1.046
H: 3.853 0.316 2.478
O: 3.724 0.162 1.534

No. 6
# C31H57AsN6PtSSb2

A molecular structure, C31H57AsN6PtSSb2 (ωB97M-V/def2-TZVPD, the Open Molecules 2025 dataset).

Output
**Relative energy (zero: lowest compared OMol25 entry of this formula, charge and spin)**: 0.000 eV
**Total energy**: -129994.5950 eV
**Net charge**: +2
**HOMO**: -12.55 eV
**E_LUMO**: -6.462 eV
**Frontier orbital gap**: 6.092 eV

Geometry (Å):
Pt: -0.404 -0.432 0.377
C: 0.681 0.182 -2.796
N: 1.836 -0.527 -2.317
C: 2.283 -1.604 -3.197
C: 2.268 -0.430 -1.043
N: 1.529 0.075 -0.043
C: 2.220 0.572 1.091
C: 3.323 1.412 1.029
C: 3.993 1.752 2.193
C: 3.568 1.227 3.407
C: 2.453 0.404 3.469
C: 1.739 0.108 2.308
N: 0.626 -0.760 2.233
C: -0.069 -1.048 3.352
N: -0.342 -2.342 3.597
C: 0.564 -3.360 3.065
C: -1.584 -2.786 4.224
N: -0.427 -0.112 4.239
C: -0.572 -0.403 5.663
C: -0.476 1.300 3.888
N: 3.501 -0.927 -0.798
C: 4.631 -0.670 -1.684
C: 3.838 -1.585 0.458
H: 0.850 0.509 -3.824
H: 0.507 1.049 -2.178
H: -0.197 -0.471 -2.794
H: 1.405 -2.100 -3.616
H: 2.860 -2.335 -2.639
H: 2.886 -1.221 -4.020
H: 3.658 1.793 0.071
H: 4.849 2.411 2.151
H: 4.106 1.462 4.316
H: 2.140 -0.004 4.421
H: 1.589 -3.135 3.355
H: 0.518 -3.431 1.982
H: 0.284 -4.318 3.497
H: -1.443 -3.091 5.262
H: -1.965 -3.640 3.665
H: -2.320 -1.988 4.172
H: -0.025 -1.307 5.919
H: -1.616 -0.514 5.954
H: -0.145 0.429 6.223
H: -0.656 1.406 2.820
H: 0.453 1.806 4.151
H: -1.297 1.758 4.432
H: 4.332 -0.021 -2.503
H: 5.040 -1.597 -2.088
H: 5.416 -0.168 -1.114
H: 2.930 -1.885 0.978
H: 4.428 -0.941 1.111
H: 4.420 -2.477 0.224
C: -2.662 3.667 0.510
Sb: -1.510 2.039 -0.252
C: 0.140 3.240 -0.924
C: -2.605 1.871 -2.096
C: -3.956 1.240 -1.910
C: -5.089 2.043 -2.033
C: -6.367 1.517 -1.929
C: -6.539 0.161 -1.696
C: -5.425 -0.646 -1.546
C: -4.138 -0.124 -1.633
C: -2.979 -1.055 -1.440
Sb: -2.036 -3.821 0.257
C: -4.018 -4.286 -0.410
C: -1.079 -3.835 -1.665
H: -3.693 3.375 0.689
H: -2.607 4.422 -0.272
H: -2.220 4.049 1.427
H: -0.026 4.261 -0.585
H: 0.191 3.246 -2.011
H: 1.080 2.879 -0.510
H: -1.971 1.323 -2.791
H: -2.712 2.884 -2.485
H: -4.965 3.098 -2.251
H: -7.226 2.162 -2.051
H: -7.532 -0.262 -1.631
H: -5.553 -1.706 -1.355
H: -2.083 -0.677 -1.924
H: -3.195 -2.036 -1.858
H: -4.128 -4.133 -1.482
H: -4.727 -3.662 0.133
H: -4.228 -5.330 -0.177
H: -1.636 -4.494 -2.330
H: -0.066 -4.217 -1.548
H: -1.035 -2.840 -2.105
C: -5.222 -0.186 4.271
As: -3.950 0.569 2.979
C: -5.308 0.910 1.614
C: -3.912 2.370 3.770
S: -2.558 -1.373 0.355
H: -4.746 -0.386 5.229
H: -6.041 0.517 4.428
H: -5.631 -1.118 3.883
H: -6.157 1.430 2.059
H: -5.648 -0.038 1.203
H: -4.915 1.506 0.792
H: -3.661 2.293 4.829
H: -4.891 2.842 3.684
H: -3.172 3.003 3.284

No. 7
# C18H28N4S2Sc

A molecular structure, C18H28N4S2Sc (ωB97M-V/def2-TZVPD, the Open Molecules 2025 dataset).

Output
**Relative energy (zero: lowest compared OMol25 entry of this formula, charge and spin)**: 1.845 eV
**Total energy**: -67426.4773 eV
**Net charge**: +3
**HOMO**: -18.08 eV
**E_LUMO**: -10.632 eV
**Frontier orbital gap**: 7.447 eV

Geometry (Å):
Sc: 0.646 0.006 -0.613
S: -0.736 -2.309 -1.012
S: -0.778 2.296 -1.010
C: 0.675 -3.488 -1.010
C: -1.097 -2.356 -2.804
C: -0.294 -1.238 -3.413
N: -0.548 -0.004 -2.615
C: -0.318 1.236 -3.412
C: -1.141 2.337 -2.801
H: -2.183 -2.231 -2.949
H: -0.812 -3.334 -3.214
H: -0.566 -1.047 -4.460
H: 0.791 -1.433 -3.352
H: -0.586 1.040 -4.459
H: 0.763 1.452 -3.351
H: -2.225 2.192 -2.946
H: -0.876 3.322 -3.210
C: 0.609 3.501 -1.008
H: -1.512 -0.013 -2.195
H: 1.388 3.199 -1.722
H: 1.034 3.553 -0.001
H: 0.197 4.487 -1.279
H: 1.118 -3.511 -0.011
H: 1.435 -3.188 -1.744
H: 0.276 -4.487 -1.253
C: -3.725 -0.033 0.111
C: -3.288 -0.028 1.389
H: -3.888 -0.951 -0.427
H: -3.906 0.880 -0.429
H: -3.120 -0.946 1.922
H: -3.138 0.895 1.921
N: 2.125 0.017 0.982
C: 1.575 1.223 1.581
C: 2.361 2.026 2.376
C: 1.746 3.069 3.025
C: 0.357 3.231 2.885
C: -0.352 2.404 2.042
N: 0.274 1.401 1.383
C: 1.593 -1.197 1.580
C: 2.395 -1.987 2.376
C: 1.796 -3.043 3.024
C: 0.410 -3.226 2.882
C: -0.313 -2.410 2.041
N: 0.298 -1.397 1.383
H: 3.130 0.025 1.019
H: 3.412 1.761 2.440
H: 2.304 3.758 3.671
H: -0.178 4.027 3.394
H: -1.430 2.486 1.889
H: 3.440 -1.705 2.441
H: 2.365 -3.721 3.668
H: -0.112 -4.032 3.391
H: -1.389 -2.510 1.888